C45H94F3N8O3S as an isolated structure in a non-equilibrium geometry, computed with ωB97M-V/def2-TZVPD.

Last column: Löwdin charge in e.
Element x y z (Å)
C  3.709  17.515  -17.011  -0.4093
F  4.141  18.709  -17.495  -0.0025
F  3.089  16.804  -17.965  -0.0407
F  4.716  16.794  -16.404  0.0765
S  2.496  18.104  -15.568  0.8141
O  1.464  18.964  -16.157  -0.4680
O  1.884  16.937  -14.954  -0.4233
O  3.436  18.823  -14.686  -0.3490
C  4.806  16.067  -11.858  -0.0260
C  3.970  16.404  -13.086  -0.1677
N  2.491  16.404  -12.728  0.0274
C  1.961  16.711  -11.418  0.0403
C  0.564  16.469  -11.504  -0.0075
N  0.209  16.160  -12.789  -0.0471
C  1.369  16.239  -13.534  -0.1574
C  -1.194  16.158  -13.228  0.0593
H  4.873  16.874  -11.129  0.0954
H  5.812  15.690  -12.039  0.0949
H  4.208  15.321  -11.334  0.1019
H  4.091  15.615  -13.828  0.1298
H  4.240  17.355  -13.545  0.0587
H  2.498  17.026  -10.536  0.1458
H  -0.191  16.607  -10.743  0.1549
H  1.428  16.013  -14.588  -0.0061
H  -1.618  15.163  -13.094  0.1364
H  -1.236  16.475  -14.270  0.0177
H  -1.833  16.880  -12.719  0.1275
C  9.539  16.005  -19.271  -0.0109
C  8.364  16.958  -19.027  -0.2228
N  8.144  17.182  -17.657  -0.0230
C  8.572  18.185  -16.794  0.0376
C  7.967  18.084  -15.551  -0.0123
N  7.114  17.046  -15.588  -0.0271
C  7.233  16.535  -16.888  0.0097
C  6.237  16.610  -14.513  -0.0180
H  9.797  15.943  -20.328  0.1066
H  9.329  15.059  -18.773  0.0922
H  10.386  16.438  -18.738  0.0954
H  7.505  16.497  -19.513  0.0938
H  8.657  17.905  -19.481  0.1445
H  9.343  18.877  -17.099  0.1537
H  8.221  18.518  -14.595  0.1463
H  6.754  15.670  -17.322  0.1588
H  5.278  16.312  -14.936  0.0605
H  5.952  17.343  -13.758  0.0359
H  6.687  15.706  -14.102  0.1382
C  -0.525  22.965  -16.643  -0.1044
C  -0.596  22.052  -15.443  -0.1864
C  0.723  21.948  -14.635  -0.0538
N  0.664  20.904  -13.522  -0.1504
C  -0.495  21.071  -12.428  0.1016
C  2.057  20.881  -12.814  -0.0699
C  2.181  19.506  -12.272  -0.1011
C  1.402  18.577  -13.209  -0.2026
C  0.558  19.469  -14.044  -0.0989
H  0.426  22.889  -17.171  0.0524
H  -0.605  24.000  -16.310  0.1214
H  -1.337  22.711  -17.323  0.1126
H  -0.970  21.084  -15.776  0.0714
H  -1.392  22.375  -14.772  0.1350
H  0.893  22.839  -14.032  0.1587
H  1.640  21.695  -15.168  0.0556
H  -1.528  21.057  -12.776  0.1107
H  -0.379  21.991  -11.855  0.1178
H  -0.318  20.195  -11.805  0.1016
H  2.038  21.621  -12.014  0.1605
H  2.880  21.025  -13.513  0.0750
H  1.907  19.557  -11.219  0.1440
H  3.236  19.279  -12.424  0.1059
H  0.704  17.932  -12.677  0.0894
H  2.122  18.015  -13.804  0.0336
H  -0.490  19.171  -14.052  0.1522
H  0.784  19.513  -15.110  0.0128
C  -0.495  20.878  -17.573  -0.1761
C  -0.025  19.534  -17.165  -0.2185
C  -1.093  18.355  -17.424  0.0023
N  -0.508  16.934  -17.260  -0.1361
C  -0.035  16.734  -15.791  0.0379
C  -1.500  15.853  -17.694  -0.0728
C  -1.471  15.761  -19.213  -0.1096
C  -0.139  16.359  -19.617  -0.1526
C  0.630  16.594  -18.328  -0.0766
H  0.262  21.661  -17.538  0.0103
H  -1.381  21.116  -16.984  0.0768
H  -0.809  20.916  -18.616  0.1355
H  0.106  19.508  -16.083  0.0505
H  0.945  19.314  -17.610  0.1119
H  -1.716  18.456  -18.312  0.1395
H  -1.978  18.463  -16.797  0.1451
H  0.531  17.567  -15.372  0.0669
H  0.667  15.901  -15.762  0.1335
H  -0.846  16.628  -15.070  0.0360
H  -1.119  14.894  -17.341  0.1457
H  -2.505  16.029  -17.311  0.1524
H  -1.590  14.727  -19.539  0.1409
H  -2.229  16.350  -19.730  0.1343
H  0.402  15.756  -20.347  0.0879
H  -0.303  17.367  -20.000  0.1372
H  1.125  15.718  -17.909  0.1331
H  1.303  17.452  -18.355  0.1085
C  6.020  19.243  -19.277  -0.0384
C  5.521  17.782  -19.339  -0.1865
C  4.908  17.257  -20.724  -0.0083
N  4.297  15.797  -20.626  -0.1972
C  5.342  14.699  -20.335  0.0853
C  3.479  15.585  -21.916  -0.0891
C  2.381  14.593  -21.611  -0.1133
C  2.157  14.620  -20.108  -0.1266
C  3.123  15.703  -19.628  -0.1307
H  7.106  19.161  -19.324  0.0766
H  5.829  19.816  -18.370  0.0142
H  5.725  19.844  -20.138  0.1202
H  4.758  17.697  -18.566  0.0502
H  6.292  17.097  -18.984  0.0252
H  5.627  17.226  -21.542  0.1454
H  4.129  18.003  -20.883  0.1311
H  5.631  14.758  -19.286  0.0923
H  6.085  14.847  -21.119  0.1229
H  4.831  13.744  -20.464  0.1186
H  4.205  15.363  -22.698  0.1521
H  3.026  16.538  -22.190  0.1373
H  2.805  13.699  -22.069  0.1360
H  1.531  14.875  -22.233  0.1382
H  2.490  13.675  -19.678  0.1380
H  1.169  14.881  -19.730  0.0592
H  3.489  15.487  -18.625  0.1298
H  2.714  16.713  -19.636  0.1296
C  5.980  19.527  -13.071  -0.0352
C  5.027  20.437  -13.880  -0.1738
C  5.299  20.304  -15.450  -0.0672
N  4.667  21.371  -16.319  -0.1792
C  5.154  22.813  -16.070  0.1026
C  4.690  21.055  -17.829  -0.1430
C  3.511  21.786  -18.425  -0.0737
C  2.460  21.793  -17.317  -0.1177
C  3.150  21.179  -16.112  -0.1131
H  5.991  19.676  -11.991  0.1107
H  6.976  19.861  -13.362  0.0862
H  5.834  18.470  -13.292  0.0128
H  5.071  21.447  -13.475  0.1273
H  4.004  20.153  -13.631  0.0190
H  4.961  19.371  -15.899  0.0918
H  6.358  20.391  -15.690  0.1321
H  6.233  22.910  -16.193  0.1268
H  5.022  22.871  -14.990  0.0975
H  4.535  23.536  -16.601  0.1215
H  5.664  21.387  -18.188  0.1463
H  4.675  19.968  -17.911  0.0371
H  3.861  22.779  -18.704  0.1365
H  3.211  21.276  -19.340  0.1355
H  2.246  22.824  -17.037  0.1314
H  1.532  21.353  -17.683  0.0813
H  2.872  21.512  -15.112  0.0924
H  2.957  20.108  -16.176  0.0786

Atomic forces in eV per Å
-1.799 0.133 3.076
-2.260 -3.005 1.926
1.577 4.637 6.539
-2.642 1.475 -3.167
5.054 3.131 -2.045
11.070 -5.703 0.479
11.549 6.672 -9.082
-1.005 -2.687 -2.676
-0.950 -0.131 0.790
-1.295 -0.367 0.436
-2.232 -0.269 2.265
-2.670 -2.134 -1.505
2.472 0.664 1.423
1.906 0.148 0.610
-2.535 -7.896 7.598
-0.440 -0.587 0.569
0.116 0.336 -0.267
-0.294 -0.024 -0.185
0.521 -0.462 0.094
-0.331 -0.061 0.161
-0.705 -0.289 0.444
0.260 -0.228 -0.276
0.150 0.000 0.112
-2.599 -7.262 3.617
-0.024 0.057 -0.146
-1.866 -1.266 4.119
0.442 -0.007 0.615
0.299 0.518 1.117
2.271 -0.938 -2.452
-2.633 0.785 5.651
1.059 0.880 0.197
1.614 0.316 -1.023
0.283 -0.833 -3.586
0.089 -0.668 0.649
0.074 -2.236 -0.482
-0.202 -0.264 0.140
0.118 -0.278 -0.482
0.319 -0.166 -0.198
0.459 0.322 0.170
-0.467 0.010 -0.090
-0.015 -0.005 0.044
0.012 0.436 -0.340
-0.314 -0.025 0.610
1.444 -0.209 0.719
1.501 -0.901 -0.997
0.035 0.220 0.463
-0.160 3.215 1.409
0.377 0.233 2.141
-1.629 -0.184 1.271
-0.602 -0.483 0.858
1.505 -0.061 -0.320
-1.907 0.761 0.131
0.500 -0.165 0.147
-0.690 2.252 1.339
-2.160 2.367 0.288
-0.534 1.387 0.532
-0.243 0.175 -0.034
0.163 1.178 0.177
0.816 0.340 1.868
0.118 0.527 0.153
0.098 0.498 -0.487
-2.309 0.519 0.186
0.391 -0.177 -0.798
0.396 -0.026 -0.132
-0.198 0.238 0.221
0.178 0.273 -0.338
-1.170 0.815 0.087
0.021 -0.788 -0.065
0.047 -0.454 1.006
0.907 1.530 -0.143
-1.729 2.277 3.427
-0.273 0.192 0.491
-0.156 1.218 3.733
-1.752 -2.612 -3.511
-5.220 -0.379 -2.927
0.341 0.864 -0.156
0.089 -0.138 -0.249
-2.450 0.483 -3.235
-0.473 -0.206 -0.017
-0.338 0.342 -0.412
0.031 1.326 0.177
-1.444 1.068 1.307
-1.519 -2.177 0.041
0.080 -0.661 -2.031
-0.032 -0.350 -0.480
-3.393 1.318 -2.337
-1.602 0.423 -1.626
1.061 -0.352 -1.096
0.456 -0.290 1.257
-3.362 -0.389 -1.713
-1.860 -0.513 -1.137
1.244 0.145 -4.622
-0.005 0.183 0.550
0.208 0.130 0.300
-0.023 0.026 0.131
-0.332 -0.235 0.342
-0.885 1.177 -0.146
-0.025 -0.123 -0.485
-0.145 -0.007 -0.020
-0.701 -0.228 -0.072
1.929 -1.493 -1.154
-0.891 -1.245 -0.256
0.576 -0.288 2.318
-1.237 1.023 0.395
-1.556 0.958 -0.992
0.956 1.045 -0.135
0.539 -0.224 -1.613
1.735 -0.611 0.191
1.074 -1.727 -2.193
0.062 0.408 -0.380
1.393 -1.957 -1.422
-0.185 0.088 0.013
1.242 -0.769 -2.572
-0.876 0.628 -0.392
-0.081 0.097 0.034
-0.358 -0.605 -0.739
0.388 0.271 -0.304
0.427 -0.340 0.512
0.127 -0.001 -0.168
-0.291 -0.409 -0.134
0.340 0.273 0.287
-0.843 -0.792 0.714
-0.190 -0.158 0.161
-0.259 -0.103 0.070
1.132 -1.436 -0.343
0.514 -1.686 -2.028
-0.278 -0.725 -1.233
0.342 1.158 -0.517
0.102 -0.196 -0.105
1.154 1.258 0.396
-1.820 0.138 -0.876
-0.517 -1.507 1.578
0.799 1.281 1.518
0.871 0.005 -0.210
0.799 1.559 0.068
1.263 -0.368 -0.916
-0.568 0.105 -0.025
0.314 -0.510 0.006
0.002 1.567 0.583
0.723 0.273 -0.434
1.453 0.132 -0.512
0.547 0.660 0.960
0.282 0.040 0.436
-0.158 -0.167 -0.699
-0.214 0.758 -0.070
0.279 -0.184 -0.023
-0.233 0.534 -0.001
-0.738 3.468 0.130
-0.404 0.065 -0.105
-0.198 0.106 0.016
-0.110 0.131 -0.367
1.256 -0.414 0.575
1.458 0.010 -0.812
0.803 1.554 0.159

The spin multiplicity is 1. The calculation puts the energy relative to the best compared isomer or geometry (same formula, charge and spin) at 3975.2 kJ/mol. The HOMO energy comes out at -20.11 eV. Its charge is +5. For the molecular weight, the calculation gives 884.4 g/mol. For the orbital gap, the calculation gives 8.967 eV.